(1)
34
Properties=species:S:1:pos:R:3:forces:R:3:nbo_charge:R:1 method="wB97M-V/def2-TZVPD" charge=+3 de_lowest_kcal_mol=124.0 total_energy_ev=-21206.829 multiplicity=1 homo_energy_ev=-13.664 lumo_ha=-0.42222
Ba 0.519 2.059 -8.585 0.7 -0.4 0.4 1.87
Ba -5.027 2.290 -3.990 0.2 -0.2 0.8 1.90
O 0.998 -0.703 -2.360 0.3 -0.1 -0.4 -0.69
C 0.820 -0.138 -3.570 3.1 -0.5 1.1 0.93
O 1.789 0.064 -4.304 3.2 -0.3 -1.2 -0.74
O -0.231 0.243 -3.914 -8.0 2.0 -1.4 -0.77
H 1.945 -0.836 -2.448 0.7 -0.6 1.0 0.50
C -1.359 4.142 1.993 1.0 0.4 1.1 -0.64
C -1.294 3.869 0.530 -0.9 -1.1 1.2 -0.07
O -2.366 2.939 0.261 -0.5 0.3 -1.8 -0.78
H -1.532 3.270 2.623 -0.1 -0.3 -0.3 0.22
H -2.107 4.879 2.285 0.2 0.1 -0.1 0.22
H -0.337 4.427 2.243 -0.2 0.7 0.6 0.22
H -0.326 3.416 0.317 0.0 0.1 -0.5 0.17
H -1.458 4.819 0.022 0.0 -0.4 -0.6 0.18
H -2.273 2.157 0.810 0.3 0.1 0.2 0.48
C -5.097 -2.679 1.731 -0.7 0.1 0.2 -0.63
C -3.968 -2.882 0.773 1.2 1.1 1.3 -0.07
O -2.926 -1.925 1.242 -1.0 -0.7 -1.2 -0.74
H -5.964 -3.273 1.443 0.1 -0.4 0.3 0.22
H -5.471 -1.655 1.739 0.3 0.2 -0.3 0.20
H -4.783 -2.860 2.759 -0.1 -0.4 -0.1 0.24
H -4.292 -2.681 -0.248 0.2 0.1 -0.2 0.14
H -3.525 -3.875 0.847 -0.3 -0.1 -0.1 0.19
H -2.247 -1.951 0.565 0.4 0.0 0.1 0.46
C 5.640 -1.888 -0.080 0.2 0.1 -1.5 -0.61
C 5.356 -1.252 1.211 0.2 0.3 0.4 -0.07
O 6.560 -0.734 1.785 -0.6 -0.6 0.2 -0.71
H 5.880 -1.131 -0.826 0.3 -0.2 -0.2 0.20
H 4.717 -2.375 -0.396 0.1 -0.2 -0.2 0.20
H 6.446 -2.617 0.001 -0.1 0.0 -0.1 0.23
H 4.875 -2.071 1.744 0.1 0.4 1.1 0.16
H 4.679 -0.408 1.079 -0.4 -0.1 0.1 0.15
H 6.358 -0.635 2.718 0.4 0.2 0.2 0.47



(2)
54
Properties=species:S:1:pos:R:3:forces:R:3:nbo_charge:R:1 method="wB97M-V/def2-TZVPD" charge=-2 total_energy_ev=-161875.968 multiplicity=1 homo_energy_ev=-4.178 lumo_ha=0.13323
Hf 0.839 -22.279 -18.935 -1.6 1.5 0.0 2.38
Cl 0.747 -18.135 -19.803 -0.5 1.2 -0.8 2.53
O -0.445 -17.966 -20.612 -1.3 -0.4 1.2 -0.89
O 0.702 -17.325 -18.564 0.1 -1.4 -1.7 -0.83
O 0.922 -19.550 -19.481 0.2 -0.1 0.4 -0.87
O 1.762 -17.685 -20.717 1.4 -0.2 1.1 -0.85
Cl -2.037 -24.996 -19.624 1.5 -0.2 -0.8 2.57
O -1.819 -24.956 -21.056 -1.5 -0.2 0.1 -0.85
O -1.015 -24.114 -19.109 1.3 2.4 1.6 -0.92
O -3.341 -24.579 -19.172 0.6 -0.2 -0.7 -0.81
O -1.680 -26.283 -19.121 -0.8 -0.9 0.1 -0.85
Cl 1.581 -25.183 -16.245 -0.4 -3.3 3.3 2.58
O 2.042 -26.466 -16.799 -0.7 1.4 -0.6 -0.87
O 0.295 -25.374 -15.597 0.7 0.3 -1.1 -0.83
O 2.535 -24.757 -15.292 1.3 0.0 1.6 -0.88
O 1.569 -24.108 -17.151 -1.1 2.5 -4.2 -0.88
C 0.607 -21.288 -14.349 0.3 0.0 -1.2 -0.64
C -0.341 -21.218 -15.565 -1.3 -1.0 0.2 -0.03
O 0.203 -21.365 -16.837 2.0 -1.5 -3.6 -0.90
H 0.166 -20.966 -13.406 -0.3 0.2 -0.2 0.19
H 1.497 -20.702 -14.578 0.1 0.0 0.3 0.21
H 0.865 -22.341 -14.235 0.4 0.1 0.0 0.22
H -1.071 -20.410 -15.576 0.5 1.0 0.2 0.14
H -1.035 -22.036 -15.374 -0.2 -0.6 -0.2 0.15
C 0.904 -23.698 -23.193 -0.5 -0.5 0.5 -0.63
C 0.372 -22.356 -22.629 1.9 -0.3 -0.5 -0.02
O 0.428 -22.227 -21.267 0.6 -0.4 4.9 -0.91
H 0.583 -24.543 -22.583 -0.4 -0.1 -0.1 0.21
H 1.991 -23.775 -23.213 0.1 0.4 0.2 0.20
H 0.575 -23.846 -24.221 -0.2 0.0 -0.1 0.19
H -0.591 -22.061 -23.045 -0.3 -0.3 0.1 0.14
H 1.132 -21.702 -23.058 -0.2 0.9 -0.2 0.15
Br 3.657 -21.738 -18.972 -2.4 -0.6 0.0 -0.53
C 5.196 -24.807 -17.668 0.0 -1.3 1.2 -0.49
N 6.563 -24.495 -17.130 0.5 3.7 1.4 0.52
O 6.688 -24.001 -15.983 -0.7 -1.6 -1.7 -0.40
O 7.512 -24.538 -17.890 -0.3 -0.9 -0.2 -0.39
H 4.955 -24.334 -18.620 0.7 -0.2 0.1 0.26
H 4.421 -24.594 -16.932 0.4 0.4 0.1 0.27
H 5.303 -25.891 -17.663 -0.6 -0.2 -0.8 0.22
C 1.380 -27.178 -20.345 -0.7 -1.1 -0.5 -0.50
N 2.146 -25.909 -20.382 0.6 1.2 -0.6 0.55
O 3.209 -25.796 -20.978 -0.5 -1.1 0.2 -0.38
O 1.635 -24.959 -19.830 -0.6 0.0 0.5 -0.35
H 1.568 -27.730 -19.423 0.1 0.5 0.2 0.26
H 1.585 -27.843 -21.184 0.8 0.4 -0.1 0.21
H 0.312 -26.984 -20.447 0.1 0.6 0.5 0.27
C -3.262 -20.074 -20.281 0.6 0.4 -0.5 -0.47
N -2.673 -20.936 -19.214 1.2 -1.5 1.9 0.55
O -1.438 -21.240 -19.171 -2.9 1.1 -1.1 -0.42
O -3.441 -21.249 -18.324 0.7 0.1 -0.7 -0.31
H -4.350 -20.040 -20.324 0.1 -0.8 0.7 0.22
H -2.902 -20.410 -21.254 0.5 0.4 0.3 0.25
H -2.972 -19.072 -19.963 0.6 0.0 -0.6 0.26



(3)
28
Properties=species:S:1:pos:R:3:forces:R:3:nbo_charge:R:1 method="wB97M-V/def2-TZVPD" charge=+1 de_lowest_kcal_mol=60.8 total_energy_ev=-10538.635 multiplicity=1 homo_energy_ev=-12.602 lumo_ha=-0.16341
C -0.452 2.196 0.052 0.3 -0.2 -0.1 -0.61
C 0.752 1.884 -2.133 0.1 -0.2 0.2 -0.64
C 1.120 -1.784 1.646 -0.2 0.0 1.1 -0.77
C -1.305 -1.225 2.097 -0.2 0.1 -0.1 -0.72
C -1.064 -0.438 -1.289 -0.1 -0.1 -0.2 -0.44
C 0.567 1.351 -0.709 0.1 0.4 -0.3 -0.05
C 0.101 -0.849 1.963 0.5 -0.3 -1.1 0.25
N 1.234 -0.960 -0.962 0.0 0.0 -0.3 -0.61
N 0.190 -0.068 -0.671 0.0 -0.3 1.2 -0.25
H -1.386 2.278 -0.495 -0.1 0.0 -0.1 0.22
H -0.653 1.776 1.033 -0.1 0.0 0.1 0.20
H -0.055 3.198 0.187 0.0 0.1 0.0 0.24
H -0.202 1.950 -2.653 0.0 0.0 0.0 0.22
H 1.426 1.254 -2.714 0.0 0.0 -0.1 0.21
H 1.179 2.882 -2.089 0.0 0.1 0.0 0.24
H 0.824 -2.822 1.759 -0.1 -0.1 0.0 0.25
H 1.346 -1.649 0.522 -0.1 0.2 -0.5 0.35
H 2.081 -1.575 2.106 0.1 0.1 0.0 0.27
H -1.985 -0.429 1.802 0.0 0.1 0.0 0.25
H -1.490 -1.403 3.162 0.0 0.0 0.1 0.29
H -1.538 -2.148 1.571 0.0 -0.1 0.0 0.24
H -1.870 0.114 -0.811 0.0 0.0 0.0 0.23
H -1.085 -0.231 -2.366 0.0 -0.1 0.0 0.21
H -1.238 -1.503 -1.130 0.0 0.0 0.0 0.21
H 1.525 1.408 -0.179 -0.1 0.0 0.0 0.20
H 0.384 0.162 2.212 0.1 0.2 0.1 0.21
H 2.106 -0.483 -1.182 -0.2 0.0 -0.1 0.40
H 0.992 -1.617 -1.701 0.1 0.2 0.0 0.39



(4)
31
Properties=species:S:1:pos:R:3:forces:R:3:nbo_charge:R:1 method="wB97M-V/def2-TZVPD" charge=+2 de_lowest_kcal_mol=49.6 total_energy_ev=-14999.868 multiplicity=1 homo_energy_ev=-15.945 lumo_ha=-0.19878
C 0.842 6.298 -0.131 -0.3 0.0 -2.3 -0.52
C 1.041 5.306 0.626 -0.4 -0.1 0.4 0.49
C 0.476 -0.392 -1.286 -1.4 -0.1 -0.4 -0.22
C -1.418 -0.392 0.210 1.9 -2.0 0.5 -0.22
C 0.726 -1.891 -1.011 -0.1 1.0 -2.4 -0.26
C -1.069 -1.959 0.562 -0.7 2.0 -1.7 -0.23
C 0.346 1.435 0.311 -1.6 0.3 1.8 0.37
N -0.156 0.294 -0.174 -0.4 -1.2 -0.3 -0.40
N 1.162 4.327 1.371 -1.8 0.3 -1.2 -0.68
N -0.019 2.054 1.400 0.2 1.2 0.6 -0.79
N -0.503 -2.628 -0.676 1.4 0.4 3.5 -0.60
N -0.440 -5.156 -0.162 -1.7 -0.6 -0.3 -1.01
H 0.340 7.189 0.069 -0.7 1.3 1.3 0.29
H 0.907 6.236 -1.214 0.8 -0.4 0.0 0.29
H 1.397 0.077 -1.463 1.4 0.5 -0.4 0.23
H -0.170 -0.172 -2.137 0.1 -0.6 -0.4 0.21
H -2.192 -0.412 -0.554 0.3 0.4 -0.4 0.23
H -1.777 0.103 1.061 -0.8 0.4 1.3 0.23
H 1.306 -2.286 -1.856 -0.8 -0.2 -0.2 0.25
H 1.484 -1.861 -0.287 0.5 -0.7 2.0 0.23
H -0.231 -1.963 1.260 -0.5 -0.2 0.4 0.22
H -1.998 -2.465 0.878 0.6 0.2 0.1 0.24
H 1.087 2.006 -0.266 -0.2 -0.7 -0.2 0.21
H 1.985 4.340 1.871 2.4 -0.5 1.6 0.42
H -0.521 1.783 2.289 0.4 -0.4 -2.1 0.43
H 0.415 3.330 1.383 0.2 -1.1 0.5 0.44
H -1.117 -2.830 -1.395 -1.7 0.9 -2.2 0.41
H -0.531 -3.878 -0.394 2.0 -0.2 -0.1 0.44
H -1.249 -5.179 0.542 1.6 -1.2 -1.4 0.43
H -0.539 -5.754 -1.027 -0.9 0.8 1.2 0.44
H 0.415 -5.559 0.199 0.2 0.4 0.9 0.43